A structure of composition C48H41GeN4O4Tc, computed with ωB97M-V with the def2-TZVPD basis set.

Values from the calculation:
- Electronic energy: -4530.95358 Ha
- Max |F|: 0.63 eV Å⁻¹
- Energy relative to the best compared isomer or geometry (same formula, charge and spin): 0.0 kcal per mole
- Total charge: +2

Geometry (Å):
Tc -0.1822 0.2655 -0.2156
O 3.2091 2.4074 1.4266
C 2.1905 1.6577 1.1013
O 1.2745 2.0042 0.3672
C 2.1729 0.3073 1.7127
C 3.0864 -0.1911 2.6267
C 2.8795 -1.4649 3.1402
C 1.7656 -2.1903 2.7425
C 0.9046 -1.6178 1.8193
N 1.1164 -0.4015 1.3092
C -0.3323 -2.3007 1.3490
O -0.7181 -3.3764 1.6195
O -1.1160 -1.4258 0.5392
H 3.1505 3.2792 0.9996
H 3.9306 0.4127 2.9288
H 3.5745 -1.8821 3.8559
H 1.5512 -3.1775 3.1294
C -2.9851 2.9735 -5.4938
C -1.7135 3.7706 -5.4628
C -1.2716 4.4733 -6.5800
C -0.0935 5.2038 -6.5566
C 0.6665 5.2635 -5.3983
C 0.2390 4.5883 -4.2670
C -0.9312 3.8379 -4.3097
N -1.3485 3.1247 -3.1389
C -0.6498 2.1388 -2.5538
N 0.4812 1.7313 -3.1402
C 1.4322 0.7646 -2.7466
C 1.3213 -0.0478 -1.6106
C 2.3231 -1.0022 -1.4129
C 3.3934 -1.1421 -2.2712
C 3.5045 -0.2914 -3.3638
C 2.5420 0.6686 -3.6147
C 2.6740 1.5717 -4.8104
N -1.0464 1.5938 -1.4202
C -2.1774 1.9980 -0.6549
C -1.9152 2.5798 0.5929
C -2.9561 2.8331 1.4767
C -4.2516 2.5182 1.1070
C -4.5054 1.9442 -0.1317
C -3.4859 1.6564 -1.0309
C -3.7782 0.9851 -2.3406
H -3.4171 2.9810 -6.4924
H -3.7362 3.3831 -4.8131
H -2.8024 1.9361 -5.2047
H -1.8663 4.4435 -7.4844
H 0.2243 5.7385 -7.4415
H 1.5762 5.8477 -5.3678
H 0.8013 4.6544 -3.3427
H -2.2507 3.3361 -2.7386
H 0.6807 2.1934 -4.0169
H 2.2561 -1.6809 -0.5716
H 4.1406 -1.9041 -2.0926
H 4.3496 -0.3774 -4.0348
H 3.5950 1.3554 -5.3465
H 2.7039 2.6288 -4.5305
H 1.8470 1.4321 -5.5144
H -0.9051 2.8954 0.8281
H -2.7541 3.2955 2.4333
H -5.0731 2.7216 1.7807
H -5.5240 1.6935 -0.4031
H -4.5852 0.2612 -2.2301
H -2.9001 0.4623 -2.7177
H -4.0845 1.7077 -3.1010
C -0.8128 -1.2559 -0.8894
Ge -1.3708 -2.5274 -2.3592
C -0.3286 -4.1584 -2.1371
C -0.6774 -5.2448 -2.9393
C 0.0310 -6.4336 -2.8686
C 1.1041 -6.5515 -1.9963
C 1.4677 -5.4765 -1.1990
C 0.7523 -4.2900 -1.2728
C -3.2982 -2.6311 -2.1504
C -4.0412 -3.1150 -3.2273
C -5.4236 -3.1953 -3.1551
C -6.0818 -2.7892 -2.0025
C -5.3522 -2.3090 -0.9235
C -3.9685 -2.2321 -0.9964
C -0.8709 -1.6623 -4.0282
C 0.4282 -1.8278 -4.5081
C 0.7970 -1.3012 -5.7368
C -0.1303 -0.6064 -6.5027
C -1.4296 -0.4448 -6.0403
C -1.7971 -0.9713 -4.8096
H -1.5128 -5.1749 -3.6285
H -0.2545 -7.2694 -3.4933
H 1.6554 -7.4805 -1.9390
H 2.3064 -5.5647 -0.5205
H 1.0615 -3.4564 -0.6524
H -3.5467 -3.4299 -4.1408
H -5.9856 -3.5771 -3.9972
H -7.1600 -2.8559 -1.9432
H -5.8596 -2.0022 -0.0177
H -3.4267 -1.8605 -0.1341
H 1.1573 -2.3847 -3.9271
H 1.8041 -1.4504 -6.1062
H 0.1523 -0.2138 -7.4715
H -2.1636 0.0650 -6.6517
H -2.8240 -0.8717 -4.4767